(1)
Below is a structure of composition C26H20BBrN11OSSeW, with properties calculated with the ωB97M-V functional and the def2-TZVPD basis.

Each line ends with the Mulliken charge.
CARTESIAN COORDINATES (ANGSTROEM)
W: 0.40937 -0.79138 1.00950  1.17
C: -0.99653 -0.89374 5.18901  -1.31
C: -0.54745 -1.49827 4.01933  -0.09
N: -0.36570 -0.58468 3.06289  -0.10
N: -0.69222 0.61257 3.60169  -0.10
C: -1.07853 0.45025 4.87212  -0.13
B: -0.59498 1.88554 2.73942  -0.03
N: -1.49353 1.69066 1.49978  0.13
C: -2.59846 2.34203 1.12880  -0.31
C: -3.13284 1.72129 0.01291  -1.42
C: -2.26759 0.66716 -0.23720  -0.54
N: -1.27809 0.65314 0.66033  0.50
N: 0.86268 2.02834 2.27640  0.55
C: 1.76206 2.97204 2.58907  -0.19
C: 2.96228 2.65456 1.98341  -1.47
C: 2.69886 1.47284 1.29520  -0.13
N: 1.43218 1.09754 1.48018  -0.44
H: -1.22159 -1.36213 6.12900  0.44
H: -0.31221 -2.53178 3.82047  0.53
H: -1.37904 1.30086 5.45847  0.49
H: -0.93718 2.84889 3.35646  -0.12
H: -2.93076 3.20026 1.68636  0.50
H: -4.00780 2.00467 -0.54134  0.47
H: -2.28988 -0.06611 -1.02670  0.62
H: 1.47773 3.79722 3.21904  0.48
H: 3.89097 3.19128 2.04196  0.49
H: 3.36000 0.85359 0.71134  0.57
S: -0.99305 -5.86422 -4.42222  0.19
N: -1.77591 -5.58753 -3.03963  -0.66
C: -1.21040 -4.52364 -2.48861  0.75
C: -1.59778 -3.92321 -1.22655  0.15
C: -2.68048 -4.34659 -0.44788  -0.60
C: -2.97364 -3.67190 0.71623  -1.13
C: -2.15057 -2.62185 1.12268  -0.08
N: -1.09277 -2.24443 0.41127  0.08
C: -0.84996 -2.84120 -0.77614  -0.19
C: 0.20901 -2.24720 -1.60221  0.32
N: 0.79203 -1.12614 -1.12049  0.56
C: 1.74028 -0.53829 -1.83641  -0.28
C: 2.18085 -1.05500 -3.05790  -0.94
C: 1.59553 -2.19472 -3.55323  -0.84
C: 0.57024 -2.80731 -2.81944  0.11
C: -0.15026 -3.98896 -3.25495  1.06
N: 0.07375 -4.65535 -4.37799  -0.66
H: -3.27654 -5.18502 -0.78074  0.56
H: -3.81774 -3.94780 1.33007  0.45
H: -2.31712 -2.08226 2.04631  0.55
H: 2.16014 0.36542 -1.41430  0.31
H: 2.96983 -0.54492 -3.59093  0.55
H: 1.89932 -2.62378 -4.49839  0.57
O: 3.42521 4.14526 -3.06025  -0.54
C: 2.29379 3.71714 -2.46804  1.06
C: 1.89333 4.11891 -1.19516  -0.57
C: 0.71604 3.60260 -0.69263  -0.81
N: -0.06362 2.74059 -1.34997  -0.10
C: 0.34266 2.39550 -2.55009  -0.19
Br: -0.76828 1.16469 -3.49800  -0.12
C: 1.49739 2.82503 -3.17873  -0.52
H: 3.87599 4.78823 -2.49864  0.31
H: 2.48273 4.81350 -0.61135  0.33
H: 0.37615 3.89283 0.29412  0.60
H: 1.76731 2.50638 -4.17341  0.51
Se: 2.12478 -2.17141 1.62571  -0.37

## Properties
- total charge = +1
- HOMO-LUMO gap (spin up / spin down) (eV) = 5.9 / 6.0
- E_HOMO (spin up / spin down) (eV) = -9.72 / -9.84



(2)
Below is a structure of composition C26H20BrHgN4SSe2, with properties calculated with the ωB97M-V functional and the def2-TZVPD basis.

Each line ends with the Mulliken charge.
CARTESIAN COORDINATES (ANGSTROEM)
Hg: -0.91191 -0.05557 0.21453  1.69
Se: -3.05867 2.82474 1.60738  -0.05
Se: -4.63110 1.50334 0.54705  -0.08
C: -4.46493 -0.06593 1.65370  0.25
C: -5.62387 -0.76391 1.98988  -0.63
C: -5.50545 -1.84505 2.84389  -0.33
C: -4.24925 -2.18368 3.33797  -0.70
C: -3.15936 -1.43508 2.92337  -0.26
N: -3.26083 -0.40284 2.09097  0.16
C: -1.81915 3.12433 0.15660  0.17
C: -1.57545 4.44644 -0.10710  -0.81
C: -0.73027 4.72609 -1.23643  -0.15
C: -0.18402 3.72169 -1.94440  -1.09
C: -0.31259 2.29903 -1.48850  -0.08
N: -1.35336 2.08135 -0.50994  -0.42
H: -6.58292 -0.44843 1.60153  0.36
H: -6.38385 -2.40599 3.13734  0.38
H: -4.11705 -3.01121 4.02114  0.40
H: -2.15456 -1.66783 3.26037  0.35
H: -2.04708 5.22735 0.46786  0.38
H: -0.57788 5.75543 -1.54393  0.35
H: 0.45286 3.90127 -2.80294  0.41
H: -0.49439 1.63445 -2.33729  0.34
Br: -2.28578 -2.86026 -0.13932  -0.28
C: -0.50622 -3.54825 -0.13386  0.01
C: -0.40328 -4.89728 0.13019  -0.56
C: 0.82971 -5.53594 0.05475  -0.67
C: 1.93141 -4.79042 -0.33690  -0.66
C: 1.84411 -3.42802 -0.56889  0.88
C: 3.02442 -2.69349 -0.99642  -1.36
C: 3.04618 -1.36847 -1.09877  -0.86
C: 1.86661 -0.52374 -0.73548  1.18
C: 0.56080 -1.31436 -0.68050  -1.24
C: 0.60827 -2.70154 -0.41446  1.10
H: -1.29622 -5.45619 0.37551  0.39
H: 0.91431 -6.59158 0.27601  0.36
H: 2.89773 -5.27005 -0.45564  0.33
H: 3.90829 -3.27594 -1.23804  0.28
H: 3.95709 -0.85222 -1.37996  0.48
H: 2.11197 -0.11525 0.28753  -0.82
S: 1.47378 0.06657 2.57504  -0.17
C: -0.05894 -0.11723 2.41210  -0.38
N: 4.94127 2.72987 -1.56299  -0.65
C: 3.65764 2.21334 -1.30645  1.46
C: 3.02507 1.34818 -2.11297  -1.79
C: 1.72759 0.74214 -1.64254  0.25
N: 0.95161 1.76380 -0.92904  0.54
C: 1.64451 2.57412 -0.06245  -0.39
C: 2.97956 2.71484 -0.12722  -1.23
H: 5.22381 2.63880 -2.52760  0.23
H: 5.06106 3.67686 -1.23519  0.23
H: 3.42460 1.08525 -3.08583  0.30
H: 1.13035 0.41603 -2.49551  0.51
H: 1.04083 3.10716 0.66504  0.54
H: 3.51291 3.30326 0.60682  0.35

## Properties
- total charge = -1
- HOMO-LUMO gap (spin up / spin down) (eV) = 5.0 / 5.8
- E_HOMO (spin up / spin down) (eV) = -2.62 / -3.35



(3)
Below is a structure of composition C26H20CrNS4, with properties calculated with the ωB97M-V functional and the def2-TZVPD basis.

Each line ends with the Mulliken spin population.
CARTESIAN COORDINATES (ANGSTROEM)
Cr: 0.21359 0.02015 0.00058  0.23
S: -1.92517 1.49237 -0.07198  0.00
C: -1.43748 3.08768 -0.54941  0.02
C: -2.34600 4.03778 -1.08179  0.00
C: -1.96770 5.32051 -1.42493  0.00
C: -0.64753 5.74632 -1.25350  -0.01
C: 0.26272 4.83854 -0.73702  0.00
C: -0.11141 3.53551 -0.41487  0.00
S: 1.11981 2.41474 0.21724  0.00
C: 2.24678 2.39200 -1.22119  -0.03
C: 2.38728 1.04212 -1.86435  0.22
C: 3.54058 0.73033 -2.51842  -0.16
C: 3.62723 -0.41735 -3.34244  0.52
C: 2.40837 -1.14488 -3.48671  -0.12
C: 1.30391 -0.82346 -2.76041  0.19
C: 0.04747 -1.66366 -2.95510  -0.02
S: -1.35377 -1.30005 -1.85397  0.01
C: -1.54875 -2.84719 -1.00755  0.01
C: -2.75913 -3.52708 -1.13152  0.00
C: -2.99708 -4.71435 -0.45143  0.00
C: -1.98358 -5.22707 0.35425  0.00
C: -0.77840 -4.55676 0.48488  0.00
C: -0.51443 -3.33671 -0.17754  -0.01
S: 0.99813 -2.50584 0.02420  0.00
N: 1.25940 0.22258 -1.84745  0.25
H: -3.37245 3.71644 -1.21720  0.00
H: -2.70805 6.00279 -1.83078  0.00
H: -0.34058 6.75305 -1.50981  0.00
H: 1.29281 5.14008 -0.57622  0.00
H: 3.22639 2.76543 -0.91936  0.00
H: 1.80861 3.11298 -1.91486  0.03
H: 4.38036 1.41423 -2.42306  -0.02
H: 4.53009 -0.68282 -3.87446  0.06
H: 2.34460 -1.99672 -4.15878  -0.01
H: 0.28984 -2.71558 -2.81432  0.00
H: -0.31811 -1.53168 -3.97610  0.01
H: -3.52287 -3.10442 -1.77468  0.00
H: -3.94691 -5.22534 -0.55055  0.00
H: -2.13893 -6.15395 0.89733  0.00
H: -0.00290 -4.94687 1.13377  0.00
C: 0.04631 -0.18888 1.72760  -0.16
C: 0.00681 -0.30818 3.16362  0.02
C: -0.68582 -1.37163 3.77091  -0.01
C: -0.73904 -1.50605 5.15119  0.00
C: -0.10179 -0.58770 5.98331  0.00
C: 0.59212 0.47257 5.39906  0.00
C: 0.64607 0.61051 4.01940  -0.01
H: -1.17577 -2.09159 3.12603  0.00
H: -1.28072 -2.34154 5.58178  0.00
H: -0.14603 -0.69375 7.05999  0.00
H: 1.09103 1.20285 6.02748  0.00
H: 1.18007 1.43955 3.56913  0.00

## Properties
- total charge = -2
- HOMO-LUMO gap (spin up / spin down) (eV) = 3.7 / 5.3
- E_HOMO (spin up / spin down) (eV) = 1.02 / -0.50
- 2S+1 = 2



(4)
Below is a structure of composition C26H21AsF2N10OPbS, with properties calculated with the ωB97M-V functional and the def2-TZVPD basis.

Each line ends with the Mulliken charge.
CARTESIAN COORDINATES (ANGSTROEM)
Pb: -0.78640 -2.17410 -0.65860  0.89
O: 0.85990 -3.27430 0.71610  -0.82
N: 1.60370 -2.70610 1.61250  0.64
C: 2.71380 -3.36240 1.99320  -0.32
C: 3.56270 -2.86840 2.94990  -0.74
C: 3.25770 -1.64990 3.55190  -0.58
C: 2.12530 -0.97690 3.15470  -0.57
C: 1.28710 -1.50020 2.16560  0.64
S: -0.13760 -0.70150 1.64410  -0.31
H: 2.86940 -4.30170 1.48380  0.45
H: 4.44280 -3.42890 3.22200  0.40
H: 3.89720 -1.24120 4.31880  0.46
H: 1.86310 -0.02250 3.58850  0.32
N: 1.66940 -1.58670 -3.38820  -0.09
C: 1.17540 -2.85670 -3.26350  0.41
N: 1.48270 -3.82760 -4.10830  -0.45
N: 0.82530 -4.88850 -3.65090  -0.52
N: 0.16070 -4.60630 -2.60610  -0.53
N: 0.34070 -3.30270 -2.30240  0.37
C: 1.34340 -0.51580 -2.63730  0.45
N: 1.86960 0.69870 -2.80800  -0.79
N: 1.29190 1.45380 -1.89990  -0.46
N: 0.46720 0.77480 -1.19460  0.11
N: 0.45030 -0.50500 -1.62550  -0.32
H: 2.28200 -1.43660 -4.17490  0.22
F: -2.36000 2.89980 -0.04020  -0.30
C: -1.78610 1.74910 0.39490  1.19
F: -2.77690 0.82340 0.40830  -0.21
H: -0.98120 1.42160 -0.30360  -0.27
C: -2.70340 6.35350 3.32580  -0.44
C: -3.01270 5.28980 4.15770  -0.76
C: -2.58000 4.01170 3.84450  -0.20
C: -1.84230 3.79340 2.68570  0.40
C: -1.49830 4.87230 1.87470  -0.53
C: -1.93370 6.14670 2.19240  -0.81
As: -1.16530 2.01980 2.23940  1.91
C: -2.18990 0.88520 3.42570  0.37
C: -1.66460 0.08140 4.42480  -0.23
C: -2.51440 -0.71960 5.17080  -0.73
C: -3.87700 -0.71980 4.91220  -0.52
C: -4.40080 0.11090 3.93440  -0.90
C: -3.56090 0.92560 3.19630  -0.62
C: 0.72180 2.36610 2.37760  0.68
C: 1.25040 2.67230 3.62740  -0.65
C: 2.59670 2.98000 3.74000  -0.71
C: 3.39760 2.99440 2.60680  -0.51
C: 2.85230 2.73950 1.35880  -0.68
C: 1.50740 2.42900 1.23800  -0.37
H: -3.05520 7.34560 3.56450  0.39
H: -3.59200 5.45480 5.05330  0.42
H: -2.81510 3.17410 4.49750  0.34
H: -0.89510 4.70620 0.98580  0.40
H: -1.66500 6.97530 1.55510  0.40
H: -0.59680 0.06340 4.59940  0.27
H: -2.10930 -1.35210 5.94680  0.44
H: -4.53420 -1.37480 5.46390  0.40
H: -5.46150 0.13120 3.73520  0.41
H: -3.96050 1.59500 2.43670  0.46
H: 0.59660 2.67110 4.49760  0.42
H: 3.01950 3.21770 4.70630  0.43
H: 4.45250 3.20560 2.69490  0.43
H: 3.46110 2.78270 0.46640  0.52
H: 1.08510 2.21420 0.26660  0.28

## Properties
- HOMO-LUMO gap (eV) = 7.6
- E_HOMO (eV) = -7.70



(5)
Below is a structure of composition C26H21AsMnN3OS2, with properties calculated with the ωB97M-V functional and the def2-TZVPD basis.

Each line ends with the Mulliken spin population.
CARTESIAN COORDINATES (ANGSTROEM)
Mn: -0.06120 0.46720 -0.15110  3.49
N: 1.40060 -0.22380 3.84080  0.00
C: 1.16590 -0.08400 2.53820  0.03
S: -0.16410 0.97600 2.04470  -0.15
N: 1.87690 -0.68140 1.64200  -0.06
N: 1.58020 -0.46170 0.34970  -0.07
C: 2.40940 -1.00240 -0.51390  0.06
C: 2.31990 -0.89890 -1.92550  0.01
C: 3.20070 -1.58880 -2.77760  0.01
C: 3.08860 -1.48890 -4.14200  -0.01
C: 2.10000 -0.68540 -4.72340  0.00
C: 1.23780 0.02680 -3.92880  0.02
C: 1.32550 -0.06850 -2.52950  0.00
O: 0.49550 0.57800 -1.77480  0.08
H: 0.82600 0.25210 4.51420  0.00
H: 2.11750 -0.85660 4.15750  0.00
H: 3.23620 -1.56960 -0.09270  0.00
H: 3.96500 -2.21480 -2.34210  0.00
H: 3.76700 -2.03410 -4.77870  0.00
H: 2.01490 -0.62880 -5.79790  0.00
H: 0.46090 0.65590 -4.34150  0.00
S: -1.44370 -1.28920 -0.01210  -0.27
C: -3.09030 -0.67970 0.16880  0.03
C: -4.08970 -1.51640 0.65930  -0.01
C: -5.40280 -1.08350 0.65440  0.01
C: -5.73280 0.16970 0.15400  -0.02
C: -4.73460 1.02110 -0.29570  0.00
C: -3.40870 0.60950 -0.28460  0.00
As: -1.92680 1.79060 -0.75370  -0.16
C: -1.98420 2.04360 -2.68400  0.00
C: -1.03290 2.91710 -3.21400  0.01
C: -0.89790 3.04570 -4.58510  0.00
C: -1.72090 2.31290 -5.42980  0.00
C: -2.67930 1.46060 -4.90570  0.00
C: -2.80430 1.31060 -3.53190  0.00
C: -2.59400 3.50650 -0.10590  0.00
C: -2.34000 3.86350 1.21510  0.01
C: -2.84570 5.05060 1.71910  0.00
C: -3.60060 5.88080 0.90430  0.00
C: -3.84890 5.53210 -0.41400  0.00
C: -3.34460 4.34860 -0.92600  0.00
H: -3.83090 -2.49190 1.04420  0.00
H: -6.17690 -1.72710 1.04140  0.00
H: -6.76250 0.48570 0.13070  0.00
H: -4.97100 2.01630 -0.65900  0.00
H: -0.39610 3.48150 -2.53310  0.00
H: -0.15250 3.70610 -5.00160  0.00
H: -1.60370 2.40170 -6.49980  0.00
H: -3.32590 0.90500 -5.56800  0.00
H: -3.53410 0.62270 -3.11280  0.00
H: -1.74040 3.20500 1.84030  0.00
H: -2.64790 5.33100 2.74270  0.00
H: -3.99010 6.80600 1.29850  0.00
H: -4.43420 6.18660 -1.04250  0.00
H: -3.52620 4.07580 -1.96270  0.00

## Properties
- total charge = +1
- HOMO-LUMO gap (spin up / spin down) (eV) = 5.3 / 7.1
- E_HOMO (spin up / spin down) (eV) = -10.82 / -11.23
- 2S+1 = 4



(6)
Below is a structure of composition C26H21BrIrN9O2S2, with properties calculated with the ωB97M-V functional and the def2-TZVPD basis.

Each line ends with the Mulliken spin population.
CARTESIAN COORDINATES (ANGSTROEM)
Ir: -0.20740 -0.13280 0.01130  1.48
N: -4.39320 0.78020 1.54300  0.01
C: -3.26310 0.48580 0.89010  -0.02
S: -2.36960 -0.91780 1.48620  0.58
N: -2.91840 1.18410 -0.14730  0.05
N: -1.76900 1.00120 -0.77200  -0.05
C: -1.57360 1.60520 -1.92360  0.04
C: -0.32520 1.48010 -2.59600  0.01
C: -0.09680 1.93170 -3.90750  0.03
C: 1.12850 1.69110 -4.49130  -0.01
C: 2.13730 1.06950 -3.75780  0.03
C: 1.85380 0.69570 -2.45490  0.00
N: 0.66570 0.86870 -1.91880  0.14
H: -4.74790 0.14600 2.23780  0.00
H: -4.98940 1.51840 1.21030  0.00
H: -2.36960 2.21520 -2.33620  0.00
H: -0.88310 2.43270 -4.44970  0.00
H: 1.30820 1.98090 -5.51570  0.00
H: 3.10760 0.87170 -4.18190  0.00
H: 2.59510 0.22470 -1.82330  -0.01
N: 2.15280 -0.41540 3.96130  0.13
C: 1.31400 -0.76290 2.97480  -0.01
S: -0.38800 -0.62120 3.34050  0.77
N: 1.81980 -1.21390 1.86870  0.40
N: 1.16000 -1.40080 0.75470  0.28
C: 1.66160 -2.21710 -0.20700  0.18
C: 2.90890 -2.95690 -0.01790  0.12
C: 3.09730 -3.71210 1.14170  0.09
C: 4.24110 -4.46980 1.29730  -0.02
C: 5.22240 -4.46660 0.31790  0.05
C: 5.05960 -3.69020 -0.81920  -0.03
C: 3.90960 -2.94490 -0.99370  0.06
C: 0.83120 -2.37250 -1.34290  0.10
C: 1.10990 -3.22230 -2.43650  0.15
C: 0.18950 -3.36030 -3.43900  -0.01
C: -1.03490 -2.68350 -3.34590  0.18
C: -1.25170 -1.85460 -2.26760  -0.04
N: -0.34960 -1.66460 -1.30790  0.18
H: 1.80920 -0.15110 4.86710  0.00
H: 3.14370 -0.42320 3.78300  0.00
H: 2.32240 -3.73850 1.89300  0.00
H: 4.35980 -5.08070 2.17850  0.00
H: 6.11300 -5.06230 0.44300  0.00
H: 5.82740 -3.67500 -1.57730  0.00
H: 3.79310 -2.32660 -1.87230  0.00
H: 2.04860 -3.75030 -2.47330  0.02
H: 0.39720 -3.98400 -4.29290  0.00
H: -1.79220 -2.80360 -4.10120  0.01
H: -2.18280 -1.31060 -2.17390  0.02
Br: -3.74940 2.80860 4.69300  0.00
C: -2.39870 3.63160 3.64660  0.00
C: -2.19080 5.00720 3.67540  0.00
N: -1.28030 5.57260 2.91480  0.00
C: -0.54750 4.86690 2.08190  0.00
C: -0.67810 3.48290 1.99970  -0.01
C: -1.61450 2.85650 2.80920  -0.03
C: 0.09110 2.65100 0.99090  0.00
O: 0.53300 3.15650 -0.02170  0.02
O: 0.15750 1.41700 1.32610  0.09
H: -2.76690 5.65760 4.31920  0.00
H: 0.16070 5.40180 1.46680  0.00
H: -1.72460 1.78280 2.77970  0.03

## Properties
- total charge = +1
- HOMO-LUMO gap (spin up / spin down) (eV) = 5.7 / 5.3
- E_HOMO (spin up / spin down) (eV) = -9.32 / -11.19
- 2S+1 = 6



| no. | F_max (eV/Å) |
| --- | --- |
| 1 | 1.618 |
| 2 | 0.668 |
| 3 | 3.185 |
| 4 | 1.462 |
| 5 | 2.694 |
| 6 | 3.406 |